No. 1
The following is a DFT calculation (ωB97M-V/def2-TZVPD) of a cluster of 10 separate species, C81H180BrN9 in total in a non-equilibrium geometry.

Geometry as ORCA input:
```
! RIJCOSX wB97M-V def2-TZVPD def2/J DEFGRID3
* xyz 8 1
C 6.62429 -0.82145 -0.11317
C 7.42266 -1.43432 1.01934
C 6.67271 -1.18146 2.31551
C 7.45081 -1.64627 3.56247
N 6.57837 -1.94910 4.84013
C 5.70216 -0.75704 5.29695
C 4.29576 -1.30573 5.49636
C 4.16398 -2.50434 4.55189
C 5.62659 -3.13458 4.63121
C 7.44404 -2.37640 6.04584
H 7.09666 -0.96305 -1.08524
H 6.42943 0.23154 0.09017
H 5.57780 -1.12535 -0.13752
H 8.36615 -0.89077 1.06912
H 7.54200 -2.50525 0.85507
H 5.75003 -1.76030 2.27408
H 6.32652 -0.14860 2.35369
H 8.19763 -0.90619 3.84997
H 7.98276 -2.57607 3.36099
H 6.13979 -0.11486 6.06126
H 5.82922 -0.02585 4.49863
H 4.11369 -1.58471 6.53420
H 3.52992 -0.56393 5.26983
H 3.44811 -3.25080 4.89600
H 4.01054 -2.09671 3.55269
H 5.53363 -3.62915 5.59809
H 5.86856 -3.71467 3.74069
H 8.18967 -1.62653 6.31009
H 7.97893 -3.28534 5.77049
H 6.78751 -2.61262 6.88326
C -4.73582 -3.87312 10.32772
C -5.44815 -2.77010 9.50527
C -5.22336 -2.86977 7.98213
C -6.09925 -1.99381 7.01846
N -5.98021 -2.29038 5.48405
C -6.23160 -3.73558 5.08639
C -5.00550 -4.46145 4.56221
C -3.96778 -3.28584 4.38866
C -4.49440 -2.04681 5.09092
C -6.81427 -1.23319 4.60713
H -3.65926 -3.81521 10.16722
H -4.92638 -4.90747 10.04151
H -4.93375 -3.89035 11.39946
H -4.85521 -1.87600 9.69788
H -6.46340 -2.50104 9.79681
H -5.42545 -3.91618 7.75347
H -4.18342 -2.79725 7.66379
H -5.86649 -0.96391 7.28904
H -7.17353 -2.05013 7.19417
H -7.00161 -3.62022 4.32358
H -6.71396 -4.31047 5.87692
H -5.22218 -4.83901 3.56291
H -4.53836 -5.18374 5.23166
H -4.01698 -2.94066 3.35594
H -2.92308 -3.53365 4.57649
H -4.47286 -1.18392 4.42529
H -3.94372 -1.75893 5.98645
H -6.46434 -0.27538 4.99214
H -7.74715 -1.36306 5.15572
H -6.73372 -1.38919 3.53136
C 3.55284 -0.41286 -2.43821
C 2.37105 0.31645 -1.73840
C 0.98698 -0.45233 -1.74776
C 0.03548 0.21036 -0.55740
N -0.98380 -0.85908 -0.22562
C -1.81785 -0.33037 1.04008
C -0.96686 -0.77176 2.27088
C -0.00173 -1.89721 1.80630
C -0.43038 -2.23060 0.43813
C -2.05466 -1.26146 -1.30561
H 3.51343 -1.48446 -2.24268
H 4.52353 -0.04345 -2.10749
H 3.65071 -0.30571 -3.51851
H 2.10875 1.26284 -2.21132
H 2.84006 0.67766 -0.82316
H 1.22864 -1.50534 -1.60331
H 0.59826 -0.41907 -2.76555
H -0.50054 1.03922 -1.01976
H 0.68028 0.43658 0.29181
H -2.76099 -0.87496 1.08487
H -1.99192 0.74216 0.95363
H -1.67885 -1.16850 2.99460
H -0.33784 0.02729 2.66324
H 0.11445 -2.73745 2.49084
H 0.96180 -1.43072 1.60115
H -1.28807 -2.89413 0.54858
H 0.23420 -2.68298 -0.29792
H -1.58994 -1.55658 -2.24638
H -2.64874 -0.34859 -1.34867
H -2.74455 -2.01911 -0.93397
C 4.09290 3.97378 -0.90416
C 5.11173 3.27560 -1.75381
C 5.61535 4.13565 -2.95566
C 4.52608 4.77252 -3.77979
N 5.04174 5.64489 -4.98902
C 3.75661 6.26125 -5.55990
C 4.12041 6.56402 -6.92188
C 5.07062 5.46356 -7.41263
C 5.64006 4.77909 -6.14657
C 5.96253 6.82812 -4.56846
H 4.36895 5.02026 -0.77472
H 4.11847 3.55648 0.10247
H 3.11725 3.83263 -1.36924
H 4.73978 2.31249 -2.10333
H 5.89717 2.95027 -1.07164
H 6.36876 3.68839 -3.60406
H 6.16365 4.97936 -2.53660
H 3.95203 5.48676 -3.18951
H 3.95573 4.00757 -4.30671
H 3.48172 7.18283 -5.04684
H 2.99480 5.48231 -5.52857
H 4.75347 7.45120 -6.93773
H 3.28540 6.72498 -7.60375
H 5.83998 5.84765 -8.08246
H 4.45322 4.79223 -8.00947
H 6.72389 4.72139 -6.04613
H 5.31489 3.75377 -5.97028
H 6.07710 7.50320 -5.41654
H 6.95348 6.41129 -4.38852
H 5.48025 7.22881 -3.67685
C 6.45651 -0.08843 -4.36417
C 7.44358 -0.14675 -5.50280
C 7.36867 0.99111 -6.50621
C 8.06097 0.76235 -7.83484
N 7.36804 1.30706 -9.16449
C 8.27849 1.31282 -10.32991
C 7.44026 0.86196 -11.47773
C 6.50148 -0.18290 -10.92692
C 6.11918 0.46568 -9.57509
C 6.87920 2.71969 -8.91230
H 6.65304 0.89749 -3.94291
H 6.51218 -0.85469 -3.59097
H 5.42656 -0.04640 -4.71845
H 7.13193 -0.95399 -6.16564
H 8.45145 -0.13927 -5.08778
H 7.62438 1.97383 -6.11001
H 6.30703 1.15310 -6.69266
H 8.19731 -0.31205 -7.95805
H 9.03737 1.24089 -7.91063
H 8.81446 2.20395 -10.65661
H 9.02708 0.55384 -10.10265
H 6.89584 1.71322 -11.88645
H 8.18624 0.41078 -12.13196
H 5.69588 -0.39987 -11.62837
H 7.08182 -1.09571 -10.79244
H 5.31962 1.13386 -9.89505
H 5.94155 -0.27197 -8.79253
H 7.80035 3.28919 -8.78873
H 6.29253 2.83286 -8.00065
H 6.34417 3.02037 -9.81310
C 0.10766 -0.58700 5.80636
C -0.17590 -0.28339 7.23865
C 1.16988 -0.42494 8.02786
C 0.77563 -0.05892 9.48477
N 1.90867 -0.24425 10.56708
C 2.31887 -1.79331 10.69343
C 2.79192 -2.03808 12.10494
C 1.70459 -1.30897 12.74303
C 1.48202 0.01561 12.01066
C 3.19107 0.66257 10.18929
H 0.96026 -0.01122 5.44628
H -0.69621 -0.38442 5.09866
H 0.40218 -1.62920 5.68315
H -0.88568 -0.97966 7.68533
H -0.65773 0.69421 7.25423
H 1.79312 0.34218 7.56830
H 1.68868 -1.37688 7.91488
H -0.04034 -0.68221 9.85054
H 0.55043 0.98709 9.69280
H 3.10713 -1.97908 9.96388
H 1.46355 -2.36525 10.33370
H 3.80427 -1.66123 12.25066
H 2.72826 -3.11749 12.24255
H 2.13954 -1.05368 13.70934
H 0.81375 -1.92621 12.85933
H 1.94676 0.84289 12.54706
H 0.40392 0.16878 12.05898
H 3.77947 0.31075 9.34188
H 3.81642 0.68290 11.08182
H 2.87203 1.70225 10.11579
C -2.26002 -0.63199 -5.56797
C -2.28965 0.65613 -4.75934
C -0.99421 1.46752 -4.87878
C -1.29059 2.78482 -4.13049
N -0.28967 3.97341 -4.32165
C -0.98432 5.28225 -3.66055
C -0.75686 6.37174 -4.67050
C -0.08236 5.86458 -5.95219
C -0.16189 4.27494 -5.85558
C 1.03453 3.59140 -3.65979
H -3.14618 -1.22054 -5.33043
H -1.34762 -1.21312 -5.43404
H -2.40288 -0.34200 -6.60894
H -2.45944 0.25298 -3.76097
H -3.18112 1.26022 -4.92799
H -0.85674 1.70605 -5.93344
H -0.04084 0.96540 -4.71425
H -1.46351 2.67823 -3.05959
H -2.16928 3.17442 -4.64451
H -0.46901 5.39251 -2.70640
H -2.06842 5.19748 -3.58542
H -0.28478 7.22686 -4.18676
H -1.78723 6.68554 -4.83772
H 0.89406 6.28493 -5.71136
H -0.52019 6.30361 -6.84867
H 0.75987 3.84742 -6.25014
H -1.10983 4.02876 -6.33401
H 1.72437 4.43532 -3.66426
H 1.53696 2.80645 -4.22504
H 0.79499 3.48221 -2.60205
C -5.70207 -2.95151 -3.29209
C -6.09617 -4.49564 -3.40246
C -5.10298 -5.48882 -2.73094
C -5.13395 -5.42381 -1.19775
N -4.33323 -6.46696 -0.50253
C -4.85578 -7.84826 -0.77770
C -4.50490 -8.74769 0.41296
C -4.34456 -7.75287 1.58569
C -4.72834 -6.38132 1.01375
C -2.82835 -6.25409 -0.68262
H -6.09374 -2.58800 -2.34206
H -6.16850 -2.35268 -4.07436
H -4.61752 -2.84992 -3.25333
H -6.05439 -4.68330 -4.47537
H -7.09925 -4.59569 -2.98784
H -4.20672 -5.06955 -3.18814
H -5.10042 -6.53126 -3.04939
H -6.20972 -5.53815 -1.06448
H -4.77384 -4.42559 -0.94879
H -4.50535 -8.31692 -1.69729
H -5.92258 -7.86054 -1.00105
H -3.51660 -9.19301 0.29869
H -5.25626 -9.53519 0.47143
H -3.31812 -7.75959 1.95238
H -4.99983 -7.90442 2.44345
H -4.12921 -5.51867 1.30527
H -5.79516 -6.16349 1.06426
H -2.46273 -6.65242 -1.62906
H -2.26578 -6.79898 0.07548
H -2.65124 -5.19147 -0.51659
C -12.71411 3.67257 0.26362
C -11.21998 3.51790 0.71176
C -10.33986 3.18399 -0.55366
C -8.90645 2.94719 -0.08994
N -8.01048 2.63598 -1.34599
C -6.58878 2.25632 -0.90439
C -6.10412 1.38906 -1.95364
C -7.27691 0.56836 -2.33107
C -8.43472 1.43784 -2.23856
C -7.86669 3.86360 -2.27652
H -13.40329 3.55607 1.10001
H -13.03508 2.91739 -0.45387
H -13.13313 4.63629 -0.02581
H -11.02542 2.85417 1.55420
H -10.97963 4.55918 0.92638
H -10.30265 4.10194 -1.14024
H -10.70522 2.28076 -1.04232
H -8.74443 2.11866 0.59954
H -8.47087 3.83344 0.37152
H -5.93327 3.11108 -0.73766
H -6.62157 1.67591 0.01764
H -5.68729 1.96408 -2.78050
H -5.41768 0.74589 -1.40298
H -7.07173 0.31151 -3.37032
H -7.35584 -0.30737 -1.68688
H -8.92748 1.74249 -3.16186
H -9.10785 0.89716 -1.57324
H -8.77927 4.20062 -2.76818
H -7.23746 3.54530 -3.10769
H -7.49510 4.68068 -1.65814
Br -2.57242 3.27589 -0.19986
*
```

Properties
ΔE to the lowest compared entry with this formula, charge and spin in eV: 0.000
LUMO in eV: -12.979
Kohn-Sham gap in Ha: 0.250
Maximum force in eV/A: 4.87

No. 2
The following is a DFT calculation (ωB97M-V/def2-TZVPD) of a structure of composition C27H26BrEuFN11O.

Geometry as ORCA input:
```
! RIJCOSX wB97M-V def2-TZVPD def2/J DEFGRID3
* xyz -2 7
Eu 1.87449 -0.12935 -1.03771
N 1.02595 -1.62302 -4.60605
C 0.82379 -2.41658 -3.50661
N 0.22903 -3.58973 -3.57513
N 0.25552 -4.05037 -2.29530
N 0.83157 -3.19855 -1.52534
N 1.21407 -2.11816 -2.26882
C 1.53004 -0.34303 -4.55577
N 1.68753 0.40379 -5.62440
N 2.20069 1.57075 -5.14196
N 2.33592 1.50404 -3.86578
N 1.91022 0.27794 -3.44303
H 0.63759 -1.93291 -5.47537
C -1.70717 -0.24631 -2.60209
C -1.94375 -1.07046 -1.32891
C -3.12112 -2.02817 -1.53101
C -2.12684 -0.17091 -0.11635
C -3.30768 0.55597 0.02595
C -3.53289 1.34975 1.13892
C -2.56858 1.40529 2.13753
C -1.37441 0.70195 2.02916
C -0.33584 0.80999 3.13687
C -0.94975 0.62901 4.52938
C 0.41538 2.14461 3.04217
C -1.12786 -0.07094 0.87461
N 0.10946 -0.73096 0.71618
C 0.25298 -1.93306 1.34244
C -0.74923 -2.64059 2.04775
C -0.50971 -3.88157 2.63052
C 0.73763 -4.48619 2.55436
C 1.75132 -3.81455 1.86812
C 1.48405 -2.60113 1.31203
F 2.49882 -1.98096 0.63547
H -1.69057 -0.88916 -3.48813
H -0.76457 0.29888 -2.58034
H -2.49964 0.49889 -2.72751
H -1.06950 -1.68085 -1.14078
H -4.01263 -1.50201 -1.89697
H -3.37948 -2.53020 -0.59320
H -2.85080 -2.79449 -2.26381
H -4.06928 0.49158 -0.74761
H -4.45637 1.91239 1.23415
H -2.74702 2.02090 3.01466
H 0.38204 0.00938 2.98792
H -1.57245 1.48605 4.80878
H -0.15604 0.54029 5.27848
H -1.56710 -0.27395 4.57610
H -0.28841 2.98294 3.10730
H 0.94192 2.22883 2.09137
H 1.14525 2.24222 3.85637
H -1.73566 -2.19137 2.11076
H -1.32290 -4.38668 3.14460
H 0.92088 -5.45841 2.99372
H 2.74091 -4.24131 1.74895
O 6.49981 0.66576 -0.54807
C 5.33285 0.40549 -0.62073
N 4.16677 0.14445 -0.69143
Br 0.63640 6.86578 0.55305
C 0.90679 5.01419 0.12666
C 2.13972 4.43406 0.36972
C 2.30548 3.08463 0.05963
C 1.29392 2.27778 -0.47740
C 0.08208 2.94218 -0.71269
C -0.13611 4.28709 -0.41901
H 2.95128 5.01652 0.78844
H 3.28436 2.65365 0.25758
H -0.76616 2.39570 -1.11586
H -1.09698 4.75319 -0.60653
*
```

Properties
⟨S²⟩: 12.0109
LUMO (alpha / beta) in eV: 4.003 / 4.003
Kohn-Sham gap (alpha / beta) in Ha: 0.238 / 0.238
Maximum force in eV/A: 0.84

No. 3
The following is a DFT calculation (ωB97M-V/def2-TZVPD) of a structure of composition C25H60BrN7NbO9P2S in a non-equilibrium geometry.

Geometry as ORCA input:
```
! RIJCOSX wB97M-V def2-TZVPD def2/J DEFGRID3
* xyz -1 1
C 1.48799 -2.08425 4.52952
C 0.84529 -3.35308 3.68443
C 1.22385 -3.33169 2.07334
C -0.06759 -3.53576 1.07803
C -1.22857 -2.38546 1.20724
C -0.75477 -0.92959 0.62097
C -0.80753 -0.83208 -1.04321
C -0.22748 0.69758 -1.39012
C -0.69320 1.24715 -2.86301
Nb 1.02214 2.52051 -3.76799
N 0.40362 1.92137 -5.75765
N -0.22714 4.26703 -3.93130
C -0.28082 4.75971 -5.21209
S -0.56529 5.28536 -6.83256
P 1.69989 3.40172 -1.41844
O 0.21601 3.83070 -0.54299
Br 2.79785 5.40745 -1.60343
P 3.05733 3.65405 -4.80915
O 2.89819 5.21781 -4.97389
O 4.41579 3.33171 -3.71158
O 3.54072 2.90014 -6.34285
H 2.14803 -1.36263 3.86688
H 0.64698 -1.41169 5.03839
H 2.16465 -2.53593 5.40221
H 1.26444 -4.35300 4.18401
H -0.32453 -3.42240 3.77343
H 1.73051 -2.30513 1.76625
H 2.00756 -4.19274 1.91232
H 0.34989 -3.65760 -0.03371
H -0.55737 -4.58519 1.33434
H -2.26217 -2.67099 0.71353
H -1.47124 -2.21820 2.36390
H 0.36197 -0.69456 0.91517
H -1.44857 -0.08108 1.04409
H -1.88002 -1.00582 -1.48256
H -0.01416 -1.62850 -1.44262
H -0.72310 1.39533 -0.56508
H 0.93957 0.61637 -1.29176
H -0.94921 0.34195 -3.58353
H -1.62500 1.95454 -2.83460
H 2.07151 1.01601 -3.56929
H -0.61525 2.08266 -5.92389
H 0.90995 2.54428 -6.45419
H -0.05524 4.75693 -0.87542
H 4.56781 2.33313 -3.70601
H 3.92581 1.99238 -6.07725
C -4.15729 1.08323 -7.06069
C -3.37565 1.65920 -5.91283
O -2.31130 1.17126 -5.53833
N -3.87750 2.75677 -5.27880
C -5.09795 3.47431 -5.56055
H -3.62852 0.21329 -7.46103
H -5.14370 0.75977 -6.71797
H -4.25426 1.82487 -7.85799
H -3.29303 3.08305 -4.51805
H -4.83619 4.50996 -5.79134
H -5.71805 3.45377 -4.66093
H -5.65177 3.04319 -6.39544
C 1.84426 -7.00385 6.18489
C 2.06190 -5.75677 6.99589
O 1.85203 -4.63560 6.53750
N 2.50616 -5.89190 8.27763
C 2.80970 -7.10581 8.99737
H 1.49020 -6.73152 5.18632
H 2.78431 -7.55193 6.08005
H 1.08652 -7.63262 6.65988
H 2.62733 -5.00676 8.75581
H 2.17259 -7.14165 9.88460
H 3.85603 -7.06156 9.30957
H 2.64627 -7.99990 8.39444
C -5.90107 -3.51502 0.38353
C -5.11943 -2.93905 1.53139
O -4.05507 -3.42699 1.90588
N -5.62128 -1.84148 2.16541
C -6.84173 -1.12394 1.88367
H -5.37230 -4.38496 -0.01682
H -6.88748 -3.83848 0.72624
H -5.99803 -2.77338 -0.41378
H -5.03681 -1.51520 2.92616
H -6.57997 -0.08829 1.65287
H -7.46183 -1.14448 2.78328
H -7.39555 -1.55506 1.04877
C 0.34068 7.94133 -1.84664
C -0.68248 7.59529 -0.80085
O -1.23329 6.49686 -0.76538
N -0.99736 8.54091 0.12928
C -0.47044 9.87834 0.26110
H 0.48270 7.08624 -2.51396
H -0.00439 8.79041 -2.44253
H 1.29845 8.17161 -1.37254
H -1.69326 8.23068 0.79732
H -0.01349 9.96624 1.24995
H -1.30537 10.57972 0.18895
H 0.26983 10.11216 -0.50503
C 5.78745 -2.80702 0.08322
C 5.13318 -3.76877 1.03572
O 4.30131 -4.59298 0.66176
N 5.48502 -3.71112 2.35154
C 6.43154 -2.82632 2.98792
H 5.40341 -2.97707 -0.92686
H 5.55651 -1.77810 0.37144
H 6.86884 -2.96705 0.07250
H 5.00066 -4.39044 2.92663
H 7.20249 -3.43932 3.46146
H 5.90115 -2.26045 3.75780
H 6.89625 -2.13611 2.28275
*
```

Properties
LUMO in eV: 1.711
Kohn-Sham gap in Ha: 0.222
Maximum force in eV/A: 10.24